# C4H8O

C4H8O in the gas phase (wB97M-V/def2-TZVPD, the Open Molecules 2025 dataset).

Cartesian coordinates (Å):
C1 -0.510 1.834 -0.572
C2 -0.011 0.553 -0.342
C3 -0.869 -0.600 -0.653
O1 1.182 0.425 0.337
C4 1.229 -0.880 1.005
H1 -1.512 1.866 -0.967
H2 -0.096 2.761 -0.117
H3 -1.407 -0.977 0.149
H4 -0.230 -1.382 -1.085
H5 -1.561 -0.085 -1.362
H6 1.054 -1.806 0.244
H7 2.307 -0.961 1.426
H8 0.423 -0.748 1.936

Energy relative to the best compared isomer or geometry (same formula, charge and spin) = 229.5 kJ/mol
HOMO-LUMO gap = 0.34160 Ha
Multiplicity = 1
HOMO = -8.35 eV

Charges computed using natural (NBO), reported in e:
1 C -0.52
2 C 0.33
3 C -0.68
4 O -0.52
5 C -0.29
6 H 0.19
7 H 0.21
8 H 0.22
9 H 0.21
10 H 0.24
11 H 0.19
12 H 0.21
13 H 0.19